The following is a DFT calculation (wB97M-V/def2-TZVPD) of a structure of composition C30H42MnNP2Te in a non-equilibrium geometry.

XYZ file:
```
77
Properties=species:S:1:pos:R:3:forces:R:3
Mn 0.208019 -0.545151 0.216563 -1.63 2.21 0.70
C -0.891327 3.075593 -2.133263 -2.74 4.22 3.68
C -0.107502 3.134331 -0.817194 0.14 1.25 -0.04
C 1.391223 3.164595 -1.138077 0.92 0.77 0.71
P -0.510938 1.695410 0.256064 -0.04 0.41 2.05
C -2.313149 1.856247 0.633692 -0.73 -0.28 -0.09
C -2.792190 0.736157 1.562699 0.12 -0.27 0.09
C -2.763064 3.206774 1.184304 0.18 0.39 0.02
C 0.290916 2.016298 1.867365 0.29 0.75 0.33
C 0.401729 3.305523 2.417811 0.02 -0.42 0.36
C 0.895353 3.497180 3.706874 -0.11 0.14 -0.27
C 1.253780 2.395226 4.470162 -0.16 -0.59 -0.51
C 1.164510 1.113301 3.923694 0.16 -0.04 0.23
C 0.756510 0.890721 2.593799 -0.25 2.15 0.69
N 0.683175 -0.327830 2.001963 0.07 -0.35 -0.02
C 1.591929 -1.321266 2.196628 0.68 -1.05 0.37
C 2.868552 -1.176954 2.775078 0.73 -0.02 0.37
C 3.712994 -2.266142 3.008584 -0.76 0.76 -0.26
C 3.314246 -3.542076 2.639811 -0.32 -0.47 -0.21
C 2.097173 -3.711964 1.985849 0.45 0.41 0.06
C 1.258384 -2.615117 1.718297 -0.01 -0.81 -0.18
P -0.247561 -2.763643 0.698328 0.49 -0.55 0.97
C -1.100628 -4.273700 1.309932 -1.05 -0.24 0.15
C -1.581079 -4.074278 2.752479 0.27 0.30 0.35
C -2.308567 -4.615994 0.431419 -0.03 -0.01 -0.42
C 0.361680 -3.169186 -0.991216 0.28 -3.86 -0.24
C 1.123034 -4.481307 -1.150074 0.37 -0.39 -0.44
C 1.191125 -2.018123 -1.570323 3.95 -3.64 -0.52
H -0.614417 3.911863 -2.785017 -0.62 -0.16 0.85
H -1.971027 3.146184 -1.964940 -0.09 -0.07 0.15
H -0.698239 2.146902 -2.683099 -3.41 5.32 0.45
H -0.365227 4.075006 -0.322197 -0.02 -0.10 0.22
H 1.713712 2.254813 -1.658722 0.32 0.80 0.37
H 2.000072 3.264114 -0.233196 -0.11 0.00 -0.02
H 1.629008 4.017536 -1.783755 -0.02 0.02 0.45
H -2.831381 1.708921 -0.321658 0.20 -0.02 -0.07
H -2.355489 0.818534 2.564148 0.05 0.03 -0.15
H -2.541615 -0.252726 1.164278 0.00 0.04 0.05
H -3.881325 0.773621 1.678372 0.17 0.09 -0.08
H -2.367810 3.398383 2.186419 0.05 -0.09 -0.12
H -3.856059 3.237167 1.263471 0.17 -0.14 -0.07
H -2.468860 4.037317 0.536217 -0.02 -0.04 0.06
H 0.074887 4.174097 1.858996 0.01 -0.07 -0.07
H 0.966640 4.495861 4.120732 0.00 -0.05 -0.07
H 1.600885 2.518217 5.489645 -0.05 -0.02 -0.07
H 1.418324 0.259581 4.548649 0.02 0.12 -0.16
H 3.225503 -0.187556 3.048916 -0.19 -0.14 0.02
H 4.675339 -2.102808 3.479962 -0.07 0.01 -0.06
H 3.957036 -4.393396 2.828538 -0.09 0.02 0.01
H 1.818948 -4.708646 1.664399 -0.08 0.06 0.00
H -0.422769 -5.132601 1.298038 0.24 0.27 -0.10
H -2.274365 -3.228738 2.837094 0.09 -0.12 -0.09
H -0.746470 -3.890219 3.437695 -0.10 0.01 -0.11
H -2.103074 -4.968233 3.111820 0.10 0.10 -0.20
H -3.030039 -3.791255 0.390398 0.13 -0.09 0.06
H -2.832044 -5.496227 0.821362 0.15 0.17 0.00
H -2.009552 -4.849403 -0.595843 -0.08 0.01 0.06
H -0.538011 -3.248519 -1.614253 -0.14 0.07 0.07
H 2.106615 -4.450820 -0.672836 -0.16 0.10 0.05
H 1.295943 -4.689317 -2.212575 -0.03 -0.01 0.12
H 0.571350 -5.334908 -0.746112 0.00 0.20 -0.01
H 2.129753 -1.874612 -1.023093 -0.33 0.09 0.21
H 0.639675 -1.071896 -1.546269 0.86 2.66 -2.31
H 1.448886 -2.218869 -2.616380 -0.61 0.53 0.05
Te -0.012423 0.804394 -2.122586 2.37 -8.39 -2.19
C -0.184779 1.859602 -3.951452 1.25 -2.01 -5.05
C -0.949532 1.329241 -4.997099 0.52 0.38 0.13
C -1.063146 2.026323 -6.204550 0.27 0.67 0.13
C -0.412502 3.253682 -6.367886 -0.27 -0.54 0.23
C 0.351945 3.784386 -5.323620 -0.09 -0.69 0.42
C 0.466050 3.088014 -4.115740 1.26 -0.13 -2.15
H -1.454501 0.379790 -4.874607 0.04 -0.04 0.02
H -1.654520 1.615768 -7.012716 -0.01 0.01 0.03
H -0.500553 3.792766 -7.302186 0.00 -0.02 0.02
H 0.855232 4.734187 -5.450169 0.03 -0.02 0.04
H 1.058390 3.501944 -3.310091 0.07 -0.21 -0.79
H 0.187210 -1.702093 -1.067750 -3.09 0.63 1.71
```
Positions in Å, forces in eV/Å.

Output
total charge	+1
calculated total energy	-90452.31909	eV
multiplicity	4